(1)
Molecular formula: C24H41KN3O8S
Method: DFT, ωB97M-V with the def2-TZVPD basis set

Results
E_HOMO in hartree: -0.4157
E_LUMO in eV: -1.8

The geometry in ORCA input format:
```
! wB97M-V def2-TZVPD RIJCOSX def2/J DEFGRID3
* xyz 1 1
K 0.16 0.54 0.08
C -0.30 -2.06 2.60
C -0.70 -2.48 1.20
O -1.39 -1.46 0.49
C -2.81 -1.53 0.55
C -3.38 -0.74 -0.60
O -3.22 0.65 -0.35
C -3.37 1.47 -1.50
C -2.02 1.99 -1.94
O -1.13 0.88 -2.02
C -0.41 0.65 -3.22
C -0.07 -0.82 -3.27
O 0.67 -1.29 -2.16
C 2.06 -0.98 -2.20
C 2.73 -1.60 -1.00
O 2.20 -1.00 0.17
C 2.91 -1.18 1.38
C 2.06 -1.93 2.37
O 0.85 -1.20 2.61
H -0.12 -2.94 3.23
H -1.11 -1.49 3.07
H -1.31 -3.39 1.22
H 0.19 -2.70 0.62
H -3.18 -1.12 1.50
H -3.14 -2.57 0.47
H -4.44 -0.99 -0.71
H -2.87 -1.03 -1.52
H -4.03 2.30 -1.25
H -3.85 0.91 -2.31
H -1.62 2.70 -1.20
H -2.08 2.51 -2.90
H 0.48 1.29 -3.26
H -1.04 0.90 -4.09
H 0.47 -1.03 -4.21
H -0.99 -1.41 -3.28
H 2.22 0.11 -2.19
H 2.51 -1.39 -3.11
H 3.80 -1.41 -1.07
H 2.56 -2.68 -0.98
H 3.14 -0.18 1.78
H 3.86 -1.68 1.21
H 2.60 -2.05 3.31
H 1.83 -2.93 1.99
C -2.90 8.61 2.87
C -2.70 7.14 2.64
C -3.78 6.30 2.43
C -3.59 4.94 2.20
C -2.30 4.43 2.22
C -1.20 5.25 2.42
C -1.41 6.60 2.62
S -2.06 2.70 1.91
C -2.06 2.09 3.58
O -0.63 2.54 1.45
H -3.94 8.89 2.71
H -2.28 9.21 2.21
H -2.65 8.88 3.90
H -4.78 6.70 2.42
H -4.44 4.29 2.02
H -0.21 4.82 2.37
H -0.56 7.26 2.76
H -1.31 2.64 4.16
H -1.81 1.03 3.53
H -3.05 2.22 4.03
C 3.15 4.90 2.93
N 2.81 3.94 1.91
C 2.94 4.14 0.47
C 2.48 2.79 -0.06
O 2.38 2.51 -1.24
N 2.18 1.96 0.99
C 2.37 2.68 2.08
N 2.16 2.16 3.31
H 3.87 5.61 2.52
H 3.62 4.41 3.78
H 2.28 5.47 3.27
H 3.98 4.34 0.18
H 2.30 4.94 0.10
H 1.66 1.29 3.32
H 2.11 2.74 4.12
*
```

Atomic partial charges in e from the Mulliken method, atoms 1 to 6: atom 1 (K): 1.018, atom 2 (C): -0.748, atom 3 (C): -0.311, atom 4 (O): -0.122, atom 5 (C): -0.769, atom 6 (C): -0.361

***

(2)
Molecular formula: C24H41N7O8S2
Method: DFT, ωB97M-V with the def2-TZVPD basis set

Results
E_HOMO in hartree: -0.3699
E_LUMO in eV: 0.1

The geometry in ORCA input format:
```
! wB97M-V def2-TZVPD RIJCOSX def2/J DEFGRID3
* xyz 0 1
C -0.36 -2.56 4.17
C 0.59 -3.01 3.08
O 1.41 -3.82 3.35
N 0.44 -2.40 1.81
C 0.47 -3.35 0.69
C 1.53 -3.01 -0.34
C 1.41 -1.60 -0.97
C -0.03 -1.00 -1.02
C -0.15 0.15 -0.01
O 0.25 1.36 -0.81
S -1.06 2.00 -1.44
O -1.40 1.45 -2.71
O -1.05 3.42 -1.47
O -2.22 1.38 -0.46
C -1.50 0.60 0.50
C -2.33 -0.35 1.36
C -3.27 -1.20 0.47
C -4.69 -1.20 1.02
C -5.62 -1.97 0.05
S -5.14 -3.69 -0.14
O -4.54 -4.12 1.08
O -6.22 -4.49 -0.61
O -4.02 -3.65 -1.29
H -0.52 -1.49 4.03
H -1.34 -3.02 4.05
H 0.07 -2.73 5.14
H 1.08 -1.63 1.68
H 0.67 -4.35 1.06
H -0.51 -3.42 0.21
H 1.62 -3.75 -1.13
H 2.48 -3.03 0.19
H 2.03 -0.87 -0.45
H 1.78 -1.65 -1.99
H -0.82 -1.74 -0.95
H -0.14 -0.54 -2.00
H 0.56 0.17 0.81
H -1.22 1.37 1.24
H -2.94 0.30 1.98
H -1.70 -0.94 2.01
H -3.32 -0.85 -0.56
H -2.85 -2.20 0.43
H -5.09 -0.19 1.07
H -4.77 -1.69 1.98
H -6.65 -1.92 0.40
H -5.53 -1.48 -0.92
H -3.55 -4.49 -1.26
C -8.04 1.39 -0.33
C -8.42 0.35 0.63
N -8.71 -0.47 1.36
H -8.37 1.11 -1.33
H -8.49 2.33 -0.04
H -6.95 1.50 -0.34
C 5.39 -1.81 1.86
C 4.14 -1.15 1.51
N 3.16 -0.63 1.24
H 6.23 -1.19 1.53
H 5.45 -1.94 2.94
H 5.45 -2.78 1.38
C 1.07 5.67 -1.71
C 2.27 6.35 -2.20
N 3.20 6.88 -2.59
H 0.20 6.32 -1.83
H 0.91 4.75 -2.27
H 1.19 5.43 -0.66
C 3.91 -6.35 2.41
C 5.03 -5.66 1.78
N 5.90 -5.12 1.29
H 3.01 -5.75 2.33
H 3.75 -7.31 1.92
H 4.13 -6.52 3.46
C 2.20 4.54 -5.07
C 2.82 3.84 -6.19
N 3.31 3.30 -7.06
H 1.42 5.21 -5.44
H 1.75 3.82 -4.39
H 2.94 5.13 -4.54
C 6.28 8.06 -0.88
C 6.76 9.01 0.13
N 7.13 9.74 0.91
H 5.91 7.16 -0.39
H 5.46 8.51 -1.45
H 7.08 7.79 -1.55
*
```

Atomic partial charges in e from the Mulliken method, atoms 1 to 6: atom 1 (C): -1.184, atom 2 (C): 0.515, atom 3 (O): -0.486, atom 4 (N): 0.227, atom 5 (C): -0.540, atom 6 (C): -0.414

***

(3)
Molecular formula: C24H41N9OPm
Method: DFT, ωB97M-V with the def2-TZVPD basis set

Results
E_HOMO (alpha / beta) in hartree: -0.3184 / -0.3204
E_LUMO (alpha / beta) in eV: -2.4 / -2.4

The geometry in ORCA input format:
```
! wB97M-V def2-TZVPD RIJCOSX def2/J DEFGRID3
* xyz 1 5
Pm 0.31 -0.31 -0.13
N 0.64 -0.56 2.24
C 0.84 -1.97 2.36
C 1.44 -2.65 1.03
N 0.82 -2.53 -0.31
C -0.57 -3.04 -0.41
C -1.83 -2.44 0.40
N -2.00 -1.03 0.26
H 0.37 0.29 2.82
H 1.62 -0.06 1.99
H 1.56 -2.16 3.17
H -0.08 -2.47 2.65
H 2.45 -2.25 0.93
H 1.56 -3.72 1.25
H 1.30 -2.53 -1.01
H -0.84 -2.93 -1.47
H -0.55 -4.12 -0.23
H -2.72 -2.95 0.02
H -1.74 -2.71 1.45
H -2.05 -0.72 -0.84
H -2.54 -0.29 0.47
N 2.40 -0.87 -1.02
C 3.72 -0.39 -0.94
C 4.73 -1.18 -1.51
C 6.06 -0.77 -1.49
C 6.39 0.44 -0.91
C 5.38 1.25 -0.37
C 4.01 0.89 -0.39
C 2.99 1.84 0.16
C 3.21 3.23 0.21
C 2.29 4.12 0.79
C 1.10 3.64 1.33
C 0.83 2.28 1.28
C 1.76 1.41 0.70
H 2.31 -2.04 -1.03
H 2.01 -0.98 -2.08
H 4.49 -2.14 -1.97
H 6.83 -1.39 -1.93
H 7.42 0.77 -0.86
H 5.69 2.18 0.10
H 4.11 3.66 -0.22
H 2.51 5.18 0.82
H 0.39 4.32 1.79
H -0.09 1.88 1.68
C -5.78 2.38 1.82
C -4.99 1.96 3.06
C -4.95 0.43 3.17
C -3.58 2.59 3.11
N -2.70 2.22 2.03
C -1.76 1.24 2.00
N -1.15 1.29 0.84
N -1.71 2.35 0.17
N -2.65 2.93 0.90
H -6.81 2.03 1.89
H -5.35 1.97 0.91
H -5.80 3.47 1.73
H -5.53 2.33 3.94
H -4.49 -0.03 2.29
H -5.96 0.03 3.26
H -4.38 0.12 4.06
H -3.08 2.31 4.05
H -3.66 3.68 3.11
H -1.58 0.54 2.80
C -1.07 -2.54 -5.34
N -0.23 -1.78 -4.44
C 0.97 -1.15 -4.93
C -0.57 -1.65 -3.11
O 0.07 -1.03 -2.27
H -0.66 -2.55 -6.36
H -2.07 -2.10 -5.35
H -1.15 -3.57 -4.97
H 1.12 -1.33 -6.00
H 1.83 -1.54 -4.37
H 0.90 -0.07 -4.76
H -1.51 -2.17 -2.86
H -0.25 1.46 -1.19
*
```

Atomic partial charges in e from the Mulliken method, atoms 1 to 6: atom 1 (Pm): 0.949, atom 2 (N): -0.438, atom 3 (C): -0.820, atom 4 (C): -0.531, atom 5 (N): 0.009, atom 6 (C): -0.333

***

Q: Which calculated total energy values were calculated for the entries above? A: -2703.24137, -2720.57906, -2114.87854, in Eh.
Q: Which max |F| values were calculated for the entries above? A: 1.0, 3.6, 16.3, in eV/Å.